Entry 1:
Entry from the Open Molecules 2025 dataset: C5H11NO3 as an isolated structure at a distorted geometry (wB97M-V/def2-TZVPD).

XYZ file:
```
20
Properties=species:S:1:pos:R:3:lowdin_charge:R:1
C 3.0956 1.2942 0.1963 -0.18
C 3.1111 -0.1080 -0.5053 -0.27
C 0.9653 -1.1213 0.2453 -0.16
C -1.8253 0.8127 0.1758 -0.18
C -3.2928 0.6292 0.0479 -0.38
H 4.4349 1.9247 -0.0283 0.18
H 2.7586 1.0117 1.5850 0.17
H 1.9478 1.6743 -0.2431 0.09
H 2.5116 0.1112 -1.5149 0.13
H 4.2113 -0.3569 -0.8159 0.12
H 0.7044 -1.9855 -0.7161 0.18
H 0.2962 -1.3334 1.4556 0.21
H -1.6180 1.6376 1.1263 0.21
H -3.6460 0.9999 -1.0079 0.14
H -3.6811 1.1453 1.0418 0.13
H -2.6700 -0.7899 -0.9609 0.31
N -1.1323 -0.1002 -0.3979 -0.02
O 2.3606 -1.1579 0.4502 -0.22
O 0.2665 0.3588 -0.2431 -0.26
O -3.8329 -0.7482 0.0308 -0.22
```

Charge: 0
Lowest unoccupied orbital energy in eV: 0.0
Energy relative to the best compared isomer or geometry (same formula, charge and spin) in kJ/mol: 1469.5
M in g mol⁻¹: 133.1

Entry 2:
Entry from the Open Molecules 2025 dataset: a 10-piece molecular cluster, C13H34FN9O21 overall at a distorted geometry (wB97M-V/def2-TZVPD).

XYZ file:
```
78
Properties=species:S:1:pos:R:3:lowdin_charge:R:1
C 1.8943 0.9575 1.4192 0.06
N 2.8408 0.4260 0.4054 -0.43
O 2.7658 -0.7511 0.1305 0.06
O 3.6333 1.2035 -0.0883 0.05
H 1.2668 0.1380 1.7429 0.08
H 2.4829 1.3531 2.2417 0.11
H 1.3040 1.7388 0.9526 0.08
C 6.5219 2.5663 0.8430 0.05
N 7.0446 2.6939 2.2301 -0.45
O 6.2419 2.7357 3.1388 0.06
O 8.2467 2.7457 2.3665 0.06
H 5.4411 2.5297 0.8826 0.07
H 6.8679 3.4306 0.2849 0.10
H 6.9283 1.6509 0.4251 0.11
C 7.9050 1.5841 5.8359 0.03
N 7.8790 0.7355 7.0592 -0.46
O 7.1595 1.0773 7.9719 0.06
O 8.5856 -0.2485 7.0580 0.06
H 7.2300 2.4176 5.9779 0.09
H 8.9265 1.9227 5.6964 0.10
H 7.5902 0.9662 5.0023 0.09
C 2.5168 -1.3722 -3.0985 0.05
N 1.9542 -0.8818 -4.3832 -0.44
O 0.9037 -1.3580 -4.7652 0.05
O 2.5857 -0.0409 -4.9828 0.07
H 1.8470 -2.1203 -2.6930 0.07
H 3.4931 -1.7944 -3.3165 0.11
H 2.6074 -0.5234 -2.4296 0.08
C 2.1884 -2.1741 -7.7645 0.05
N 2.6242 -3.4649 -7.1678 -0.45
O 2.2078 -4.4909 -7.6554 0.07
O 3.3701 -3.4004 -6.2120 0.05
H 1.5241 -2.3837 -8.5936 0.10
H 1.6798 -1.6190 -6.9812 0.07
H 3.0794 -1.6486 -8.0928 0.10
C -5.8830 -1.7546 3.0769 0.05
N -6.0720 -1.7151 1.6010 -0.44
O -6.8811 -2.4639 1.1096 0.09
O -5.3868 -0.9211 0.9878 0.05
H -6.5513 -2.5014 3.4867 0.09
H -4.8433 -2.0052 3.2638 0.10
H -6.1123 -0.7650 3.4595 0.10
C 0.3965 -3.3522 2.6189 0.05
N 0.4780 -2.1143 3.4427 -0.46
O -0.5027 -1.4024 3.4916 0.06
O 1.5312 -1.8943 3.9960 0.07
H -0.5928 -3.4071 2.1823 0.09
H 1.1625 -3.2805 1.8513 0.09
H 0.5872 -4.1928 3.2787 0.10
C 2.3789 -5.9325 -1.8943 0.05
N 2.4694 -4.6518 -1.1401 -0.45
O 1.4930 -3.9291 -1.1310 0.04
O 3.5171 -4.4128 -0.5877 0.07
H 1.3910 -6.0032 -2.3319 0.09
H 3.1490 -5.9127 -2.6591 0.10
H 2.5595 -6.7369 -1.1885 0.10
C -9.6067 3.9870 -1.1352 0.04
N -9.6355 4.0618 -2.6219 -0.46
O -8.8046 3.4275 -3.2348 0.07
O -10.4904 4.7591 -3.1214 0.06
H -8.7982 3.3344 -0.8364 0.06
H -9.4555 4.9960 -0.7646 0.10
H -10.5680 3.6000 -0.8115 0.10
O -1.1177 2.0274 1.0567 0.12
C -2.0080 2.2248 0.2589 -0.59
O -2.3205 3.4605 -0.2245 0.12
O -2.7290 1.2275 -0.2557 0.05
C -4.0895 1.5340 -0.5924 -0.15
C -4.9097 2.0275 0.5991 -0.13
C -5.7641 3.2421 0.2616 -0.17
F -7.1138 2.8757 0.2894 -0.08
H -2.4547 4.0191 0.5455 0.13
H -4.5087 0.6010 -0.9364 0.12
H -4.1508 2.2130 -1.4310 0.12
H -4.2979 2.2442 1.4696 0.12
H -5.5779 1.2345 0.8897 0.08
H -5.5763 3.6075 -0.7401 0.12
H -5.6483 4.0437 0.9807 0.12
```

Charge: 0
Lowest unoccupied orbital energy in eV: -0.2
M in g mol⁻¹: 671.5
SMILES: C[N+](=O)[O-].C[N+](=O)[O-].C[N+](=O)[O-].C[N+](=O)[O-].C[N+](=O)[O-].C[N+](=O)[O-].C[N+](=O)[O-].C[N+](=O)[O-].C[N+](=O)[O-].O=C(O)OCCCF

So what do the calculations give for HOMO level? Going down the list: -9.85 -10.79 eV.